No. 1
Formula: C21H50N6O5
Source: the OMol25 dataset
Level of theory: the ωB97M-V functional and the def2-TZVPD basis

Last column: Mulliken charge in e.
CARTESIAN COORDINATES (ANGSTROEM)
C (5.5414, -2.8469, -0.5892)  -1.214
C (4.8985, -3.8385, 0.3607)  -0.460
N (3.7327, -4.4784, -0.2306)  0.449
C (4.0984, -5.4936, -1.1928)  -0.597
C (3.0602, -5.6958, -2.2812)  -1.211
C (2.7610, -4.9916, 0.7179)  -0.640
C (2.2477, -3.9270, 1.6744)  -1.262
H (6.4476, -2.4320, -0.1352)  0.400
H (4.8597, -2.0122, -0.7533)  0.240
H (5.8655, -3.2770, -1.5358)  0.319
H (5.6339, -4.6037, 0.6750)  0.307
H (4.6082, -3.2778, 1.2443)  0.280
H (5.0162, -5.1896, -1.6983)  0.344
H (4.3270, -6.4436, -0.6761)  0.349
H (3.3563, -6.5376, -2.9135)  0.387
H (2.0674, -5.9282, -1.8969)  0.318
H (2.9984, -4.8049, -2.9046)  0.245
H (3.2317, -5.8019, 1.3166)  0.322
H (1.9261, -5.4514, 0.1922)  0.359
H (3.0124, -3.7480, 2.4372)  0.333
H (1.3566, -4.1683, 2.2486)  0.497
H (2.1382, -2.9830, 1.1348)  0.255
C (-0.7175, 2.7590, 1.2928)  -1.360
C (-0.7444, 1.3101, 1.7605)  0.947
O (-1.7098, 0.5954, 1.5839)  -0.682
N (0.4023, 0.8556, 2.3423)  -0.056
C (0.5583, -0.5262, 2.7460)  -1.164
H (-1.0875, 3.3507, 2.1376)  0.225
H (-1.4218, 2.8745, 0.4757)  0.227
H (0.2975, 3.0656, 1.0536)  0.427
H (1.1542, 1.4905, 2.5414)  0.231
H (-0.1259, -1.1431, 2.1756)  0.290
H (0.5064, -0.6561, 3.8264)  0.292
H (1.5650, -0.8274, 2.4327)  0.537
C (-8.2437, 1.1179, -1.2285)  -0.998
C (-7.0292, 0.6330, -0.4712)  0.625
O (-7.1064, -0.2957, 0.3145)  -0.627
N (-5.8732, 1.3161, -0.6872)  -0.165
C (-4.5897, 0.8426, -0.1936)  -0.794
H (-8.1615, 2.1167, -1.6490)  0.321
H (-9.0873, 1.0753, -0.5398)  0.282
H (-8.4847, 0.3840, -2.0003)  0.252
H (-5.8305, 1.9056, -1.5003)  0.268
H (-3.8145, 1.0685, -0.9279)  0.303
H (-4.5672, -0.2166, 0.0410)  0.312
H (-4.2808, 1.3850, 0.7039)  0.202
C (0.4588, 4.6565, -1.6763)  -1.412
C (-0.3027, 3.8077, -2.6730)  0.638
O (-1.3604, 3.2565, -2.4068)  -0.597
N (0.2706, 3.7135, -3.9034)  -0.065
C (1.5770, 4.2183, -4.3249)  -1.060
H (1.1633, 4.0601, -1.0998)  0.286
H (-0.2608, 5.0947, -0.9839)  0.324
H (0.9423, 5.5015, -2.1637)  0.493
H (-0.1834, 3.0480, -4.5171)  0.397
H (1.5036, 5.2582, -4.6459)  0.312
H (1.8614, 3.6301, -5.1935)  0.365
H (2.3168, 4.1045, -3.5386)  0.338
C (-2.6686, 1.1144, 4.7827)  -1.073
C (-2.0825, 2.5028, 4.8254)  0.876
O (-2.7148, 3.5134, 4.5912)  -0.643
N (-0.7548, 2.5158, 5.1334)  -0.101
C (0.0415, 3.6903, 5.3331)  -0.944
H (-3.7385, 1.0929, 4.6310)  0.296
H (-2.4346, 0.6491, 5.7491)  0.398
H (-2.1458, 0.5175, 4.0346)  0.121
H (-0.3014, 1.6249, 5.2390)  0.179
H (0.4390, 3.7487, 6.3501)  0.349
H (-0.5800, 4.5736, 5.1893)  0.324
H (0.8818, 3.7551, 4.6366)  0.274
C (0.5595, -1.5491, -4.0228)  -1.368
C (0.3665, -0.0685, -3.8807)  0.879
O (0.1971, 0.6630, -4.8501)  -0.648
N (0.3115, 0.4567, -2.6242)  0.096
C (0.0393, -0.2230, -1.3873)  -0.666
H (1.3168, -1.9292, -3.3354)  0.323
H (0.8304, -1.8021, -5.0420)  0.351
H (-0.3821, -2.0555, -3.7945)  0.326
H (0.1264, 1.4475, -2.6803)  0.002
H (0.8102, 0.0274, -0.6513)  0.201
H (0.0065, -1.2922, -1.5639)  0.396
H (-0.9029, 0.1267, -0.9604)  0.115

Cartesian forces (eV/Å) of the 2 atoms listed first:
0.445 0.326 0.236
0.154 -0.353 -0.121

As for the gap between HOMO and LUMO: 8.91 eV. For the total energy, the calculation gives -41767.9914 eV. The SMILES is CCN(CC)CC.CNC(C)=O.CNC(C)=O.CNC(C)=O.CNC(C)=O.CNC(C)=O. The LUMO energy comes out at 0.28 eV. The charge is 0. The energy above the lowest of the compared OMol25 structures with the same formula, charge and spin is 0.1168 eV. The maximum force is 1.218 eV/A. Its HOMO energy is -8.622 eV.

---

No. 2
Formula: C64H72F8O8
Source: the OMol25 dataset
Level of theory: the ωB97M-V functional and the def2-TZVPD basis

Last column: Mulliken charge in e.
CARTESIAN COORDINATES (ANGSTROEM)
O (24.1283, 15.4825, 18.0523)  -0.591
C (23.1641, 14.8549, 17.7523)  0.544
O (23.1445, 13.5353, 17.4869)  -0.222
C (24.2831, 12.8080, 17.6795)  -0.653
C (25.2401, 12.6652, 16.4196)  -0.714
C (21.7121, 15.3465, 17.7144)  -0.394
H (23.8744, 11.8570, 17.9627)  0.358
H (24.8342, 13.2341, 18.4637)  0.449
H (25.0360, 13.4401, 15.6710)  -0.004
H (25.0787, 11.6268, 16.0382)  0.265
H (26.2539, 12.7095, 16.7775)  0.488
H (21.6128, 16.3715, 18.0015)  0.506
H (21.0612, 14.8152, 18.4041)  0.321
H (21.4110, 15.4014, 16.6603)  -0.275
O (14.5653, 16.5671, 18.9138)  -0.607
C (14.7404, 15.8270, 17.9870)  0.166
O (14.1446, 14.5962, 17.8292)  -0.141
C (13.3525, 14.1112, 18.9438)  -0.339
C (13.0390, 12.6068, 18.7342)  -0.826
C (15.5998, 16.1365, 16.8288)  0.813
H (12.3864, 14.7448, 19.0213)  0.285
H (13.9822, 14.2036, 19.8224)  0.370
H (12.3901, 12.4698, 17.8545)  0.250
H (12.4272, 12.1941, 19.5928)  0.393
H (13.9539, 11.9680, 18.6763)  0.104
H (15.4445, 15.4011, 16.0544)  -0.472
H (16.6746, 15.9945, 17.0522)  0.094
H (15.5114, 17.2241, 16.5385)  -0.004
O (21.8242, 12.8583, 11.9683)  -0.474
C (22.5124, 12.9018, 12.9722)  0.132
O (23.8586, 12.7038, 12.9773)  -0.225
C (24.5270, 12.6532, 11.6306)  0.190
C (25.8755, 12.0757, 11.8161)  -1.437
C (21.9763, 13.1178, 14.2924)  0.787
H (24.5705, 13.6780, 11.1697)  0.100
H (23.9284, 12.0174, 11.0506)  0.277
H (26.5370, 12.7897, 12.3597)  0.301
H (26.2441, 11.7916, 10.8727)  0.463
H (25.8182, 11.1420, 12.4007)  0.289
H (20.8587, 13.1989, 14.3163)  -0.369
H (22.3705, 14.0278, 14.6491)  -0.631
H (22.2180, 12.4147, 15.0404)  0.512
O (16.1557, 21.3962, 11.2334)  -0.583
C (16.8086, 20.4612, 10.8566)  0.860
O (18.1273, 20.3104, 11.1315)  -0.170
C (18.7153, 21.1033, 12.2394)  0.313
C (19.6252, 22.2197, 11.6952)  -1.337
C (16.2694, 19.4742, 9.8631)  -0.788
H (19.1882, 20.2942, 12.7719)  -0.207
H (17.8969, 21.5500, 12.8103)  0.399
H (19.0647, 22.8388, 10.9544)  0.307
H (20.4841, 21.7455, 11.2839)  0.327
H (19.8803, 22.7563, 12.6291)  0.395
H (15.8908, 18.5926, 10.4057)  -0.107
H (16.9968, 19.2062, 9.0765)  0.345
H (15.4687, 20.0093, 9.3257)  0.406
F (11.8915, 19.1807, 11.2077)  -0.386
C (12.8275, 19.1756, 12.2423)  0.847
C (13.3098, 20.3832, 12.6501)  -0.785
C (14.1880, 20.4149, 13.7302)  -0.421
C (14.5747, 19.2582, 14.4335)  -0.657
C (14.0867, 18.0498, 13.9423)  0.846
C (13.1621, 18.0102, 12.8459)  -0.786
H (13.0488, 21.2577, 12.1079)  0.485
H (14.4832, 21.3634, 14.1598)  0.372
H (15.3210, 19.2995, 15.2231)  0.426
H (14.3586, 17.0602, 14.3190)  -0.163
H (12.9409, 17.0445, 12.3487)  0.147
F (17.4018, 7.9158, 11.6443)  -0.366
C (17.9315, 9.1306, 11.9044)  0.222
C (18.9463, 9.6932, 11.1472)  -0.676
C (19.4096, 10.9469, 11.4271)  -0.503
C (18.8580, 11.6781, 12.4691)  0.966
C (17.9187, 11.0868, 13.3190)  -0.836
C (17.4352, 9.8250, 13.0009)  -0.742
H (19.3425, 9.1437, 10.2790)  0.441
H (20.2450, 11.3365, 10.8522)  0.430
H (19.2079, 12.7242, 12.6798)  0.181
H (17.5507, 11.5396, 14.2120)  0.320
H (16.7531, 9.3295, 13.6987)  0.539
F (23.0919, 14.8882, 9.8355)  -0.360
C (21.9439, 15.5749, 9.8621)  0.012
C (22.0639, 17.0044, 9.6253)  -0.255
C (20.9609, 17.7675, 9.6817)  -0.574
C (19.6995, 17.1731, 9.9866)  -0.487
C (19.5816, 15.8423, 10.2003)  -0.315
C (20.7216, 14.9890, 10.1198)  0.112
H (23.0945, 17.3887, 9.5243)  0.396
H (21.0507, 18.8565, 9.4832)  0.339
H (18.7842, 17.8219, 10.0384)  0.136
H (18.6171, 15.3890, 10.3821)  0.730
H (20.7005, 13.8809, 10.3221)  0.310
F (14.3122, 11.8431, 15.5308)  -0.327
C (13.9540, 12.6575, 14.5528)  0.962
C (13.9806, 12.0592, 13.2760)  -0.592
C (13.5810, 12.8231, 12.1819)  -0.549
C (13.0087, 14.1062, 12.4055)  -1.022
C (12.9381, 14.6126, 13.6692)  -0.696
C (13.3753, 13.8474, 14.7930)  -0.489
H (14.2757, 11.0173, 13.2974)  0.498
H (13.4700, 12.4286, 11.1627)  0.458
H (12.6459, 14.7111, 11.6267)  0.569
H (12.5809, 15.5755, 13.8284)  1.111
H (13.2066, 14.1709, 15.8566)  0.166
F (18.4156, 13.5271, 18.1636)  -0.432
C (18.3956, 12.2267, 17.6212)  0.491
C (17.1993, 11.5155, 17.6050)  -0.686
C (17.2512, 10.2054, 17.0715)  -0.276
C (18.5383, 9.6756, 16.6837)  -0.768
C (19.6621, 10.4946, 16.6681)  -0.155
C (19.5996, 11.7799, 17.1197)  0.023
H (16.3201, 11.8605, 18.1153)  0.403
H (16.3447, 9.6018, 17.0004)  0.415
H (18.6203, 8.6513, 16.2669)  0.344
H (20.6106, 10.1032, 16.2211)  0.295
H (20.4776, 12.4327, 17.0739)  0.297
F (16.2941, 16.7986, 11.8924)  -0.538
C (17.0066, 16.4333, 12.9799)  0.791
C (16.9218, 15.0920, 13.3212)  -1.088
C (17.7236, 14.6407, 14.3406)  0.108
C (18.5223, 15.6061, 14.9905)  -0.667
C (18.5337, 17.0216, 14.6550)  -0.193
C (17.7823, 17.4489, 13.5337)  0.693
H (16.3220, 14.4675, 12.7610)  0.723
H (17.6866, 13.5940, 14.5426)  -0.401
H (19.2376, 15.3511, 15.8021)  0.172
H (19.1622, 17.7082, 15.1831)  0.498
H (17.8792, 18.5204, 13.2111)  -0.151
F (18.0244, 12.7170, 4.4026)  -0.322
C (17.9856, 12.6838, 5.7627)  0.451
C (18.0540, 11.4617, 6.3930)  -0.537
C (17.8885, 11.3661, 7.7640)  -0.163
C (17.5824, 12.5287, 8.4837)  -0.670
C (17.6441, 13.7916, 7.8203)  -0.006
C (17.8324, 13.8812, 6.4541)  -0.665
H (18.3157, 10.6548, 5.7546)  0.458
H (17.9872, 10.4234, 8.3463)  0.276
H (17.2921, 12.4853, 9.5437)  0.445
H (17.3848, 14.6780, 8.4198)  0.365
H (17.7161, 14.8687, 5.9612)  0.376
F (20.9263, 19.8117, 14.1152)  -0.356
C (21.6800, 18.7062, 14.0468)  0.322
C (22.7310, 18.5891, 14.9263)  -1.144
C (23.4765, 17.4507, 14.8270)  -0.555
C (23.2614, 16.4436, 13.8413)  -1.167
C (22.1702, 16.6081, 12.9701)  0.508
C (21.3183, 17.7045, 13.1391)  1.123
H (23.0130, 19.3361, 15.7045)  0.403
H (24.2787, 17.2170, 15.5002)  0.418
H (23.9592, 15.6283, 13.6744)  0.521
H (21.9559, 15.7495, 12.3010)  -0.111
H (20.4455, 17.8813, 12.3938)  -0.143

Cartesian forces (eV/Å) of the 2 atoms listed first:
0.842 0.300 -0.053
-2.051 -0.079 0.472

As for the gap between HOMO and LUMO: 9.58 eV. For the total energy, the calculation gives -105653.9545 eV. The SMILES is CCOC(C)=O.CCOC(C)=O.CCOC(C)=O.CCOC(C)=O.Fc1ccccc1.Fc1ccccc1.Fc1ccccc1.Fc1ccccc1.Fc1ccccc1.Fc1ccccc1.Fc1ccccc1.Fc1ccccc1. The LUMO energy comes out at 0.47 eV. The charge is 0. The energy above the lowest of the compared OMol25 structures with the same formula, charge and spin is 0.6268 eV. The maximum force is 3.251 eV/A. Its HOMO energy is -9.118 eV.

---

No. 3
Formula: C21H31F5HgP2S
Source: the OMol25 dataset
Level of theory: the ωB97M-V functional and the def2-TZVPD basis

Last column: natural (NBO) charge in e.
CARTESIAN COORDINATES (ANGSTROEM)
P (0.1155, -2.0497, -3.0472)  1.623
P (0.1835, 2.1043, -2.6963)  1.501
C (-0.1739, -0.5204, -3.9686)  -0.772
C (0.7836, 0.6830, -3.6558)  -0.755
H (-1.2326, -0.2038, -3.9805)  0.300
H (-0.0003, -0.7815, -5.0270)  0.252
H (1.7449, 0.3501, -3.2337)  0.245
H (1.0539, 1.1183, -4.6332)  0.250
C (-0.8782, 2.9544, -3.9249)  -0.957
H (-1.4373, 3.8107, -3.5140)  0.271
H (-1.6160, 2.2464, -4.3104)  0.267
H (-0.2592, 3.3041, -4.7542)  0.236
C (1.5776, 3.1512, -2.1797)  -0.978
H (1.7099, 3.9580, -2.9132)  0.254
H (2.5153, 2.5812, -2.1224)  0.264
H (1.4237, 3.6043, -1.1941)  0.282
C (-1.0803, -3.3544, -3.4248)  -0.973
H (-1.2007, -4.0558, -2.5910)  0.282
H (-0.7199, -3.9240, -4.2879)  0.250
H (-2.0725, -2.9571, -3.6723)  0.282
C (1.6659, -2.7180, -3.6539)  -0.981
H (2.4091, -1.9275, -3.7961)  0.263
H (1.4555, -3.1932, -4.6152)  0.262
H (2.0747, -3.4690, -2.9767)  0.274
Hg (2.7331, -0.0242, 2.0531)  0.421
C (-0.9055, 1.5897, -1.3139)  -0.524
C (-2.2612, 1.1310, -1.5383)  -0.631
C (-2.6591, -0.2522, -1.6837)  -0.390
C (-2.4270, -1.2432, -0.4883)  -0.523
C (-1.2217, -2.0297, -0.5852)  -0.051
C (0.0122, -1.7121, -1.2878)  -0.647
C (0.7781, -0.4182, -0.7529)  -0.412
C (-0.0333, 0.7912, -0.2603)  -0.449
C (1.7899, -1.4398, 3.4341)  -1.035
H (-1.0166, 2.5949, -0.8413)  0.250
H (-3.0439, 1.9331, -1.6154)  0.207
H (-2.1284, -0.7088, -2.5378)  0.098
H (-3.7141, -0.3222, -1.9910)  0.226
H (-2.5137, -0.6843, 0.4546)  0.259
H (-3.2789, -1.9521, -0.4558)  0.223
H (-1.2120, -3.0150, -0.1118)  0.191
H (0.7246, -2.5225, -0.9709)  0.258
H (1.6018, -0.1466, -1.4496)  0.183
H (1.3344, -0.7366, 0.1481)  0.246
H (-0.7070, 0.5275, 0.5628)  0.263
H (0.6856, 1.5120, 0.1926)  0.232
H (2.0880, -1.1764, 4.4617)  0.223
H (2.1807, -2.4350, 3.1582)  0.177
H (0.6948, -1.3865, 3.3234)  0.229
F (0.4710, 0.5102, 9.7495)  -0.308
C (0.4085, 0.7458, 8.4292)  0.208
C (1.4357, 1.4517, 7.7987)  0.260
F (2.5033, 1.8794, 8.5087)  -0.309
C (1.3795, 1.6797, 6.4329)  0.288
F (2.4000, 2.3174, 5.8294)  -0.310
C (0.3061, 1.1933, 5.6292)  -0.281
S (0.2837, 1.4022, 3.9763)  -0.460
C (-0.7121, 0.4764, 6.3220)  0.271
F (-1.7012, -0.0809, 5.6042)  -0.310
C (-0.6705, 0.2709, 7.6870)  0.302
F (-1.6469, -0.4317, 8.3013)  -0.319

Cartesian forces (eV/Å) of the 2 atoms listed first:
-1.382 0.679 -0.006
-1.013 -0.243 -0.414

As for the gap between HOMO and LUMO (alpha / beta): 4.47 / 4.47 eV. For the total energy, the calculation gives -69445.4201 eV. The LUMO energy (alpha / beta) comes out at -0.81 / -0.84 eV. The charge is 0. The energy above the lowest of the compared OMol25 structures with the same formula, charge and spin is 4.6395 eV. The maximum force is 2.937 eV/A. Its HOMO energy (alpha / beta) is -5.283 / -5.305 eV.

---

- Which value of charge does entry 3 give?
  0

---

- Among the records above, which one has the lowest total energy?
  C64H72F8O8